{
  "formula": "C52H95N3O20S10",
  "method": "ωB97M-V/def2-TZVPD",
  "species": ["H", "C", "H", "S", "H", "O", "H", "H", "H", "C", "H", "H", "H", "S", "H", "H", "H", "H", "C", "H", "H", "H", "H", "C", "H", "H", "C", "S", "H", "C", "H", "H", "H", "H", "S", "H", "H", "H", "S", "C", "H", "H", "H", "H", "H", "H", "O", "C", "O", "C", "S", "H", "O", "H", "H", "H", "H", "C", "H", "C", "H", "H", "H", "C", "C", "C", "C", "C", "O", "H", "N", "O", "H", "H", "C", "H", "C", "S", "H", "C", "C", "C", "C", "O", "O", "H", "C", "C", "H", "H", "C", "H", "C", "H", "H", "C", "H", "C", "C", "C", "H", "C", "H", "H", "C", "H", "H", "H", "H", "H", "C", "C", "H", "H", "O", "C", "H", "C", "H", "H", "S", "N", "H", "C", "C", "H", "O", "O", "C", "H", "C", "H", "H", "O", "O", "H", "C", "H", "C", "H", "H", "C", "S", "C", "H", "H", "O", "C", "H", "H", "H", "H", "C", "H", "C", "H", "O", "O", "C", "H", "S", "H", "C", "H", "O", "H", "C", "H", "O", "H", "H", "H", "H", "C", "O", "C", "O", "H", "N", "H"],
  "xyz": [[5.146, 5.863, -2.574], [-4.681, 5.121, 1.101], [-2.263, 1.070, -0.331], [2.865, 4.254, -2.919], [-4.268, -1.917, 1.351], [2.835, 3.572, 1.089], [-4.525, -3.894, 3.164], [5.119, 2.090, 1.603], [-1.695, -1.310, 6.226], [5.446, 4.214, -3.902], [6.208, 4.730, -4.485], [6.330, 4.718, -2.023], [-1.669, 2.549, -1.164], [0.035, -4.906, -1.923], [3.865, -2.184, -5.453], [3.248, -4.152, 3.750], [-7.146, -0.994, -3.437], [-2.788, -1.558, 2.177], [-2.770, -3.389, 0.969], [4.447, 1.361, 4.468], [4.013, 4.993, 2.998], [2.266, 0.342, -3.219], [1.510, -3.067, 0.069], [-1.022, 7.170, -2.012], [-3.747, 5.666, 0.967], [-0.857, -5.808, -5.353], [4.407, -4.517, 0.796], [-5.409, -1.733, -2.203], [0.183, 0.815, 5.159], [0.043, -0.498, -1.146], [3.929, 4.514, -0.880], [-7.118, 1.140, -1.241], [3.598, -1.405, 0.063], [-1.681, -6.428, -2.757], [4.025, -1.740, 5.463], [1.659, -5.090, -5.186], [1.011, -2.773, 5.230], [4.138, -3.374, -4.288], [4.704, 0.318, -3.908], [3.959, 4.089, 3.605], [2.519, -0.216, -4.818], [-0.463, -0.541, 7.004], [-0.250, 4.186, -1.206], [-0.139, -0.694, 4.370], [0.849, 6.164, -2.006], [1.408, -4.425, 5.378], [2.210, 0.645, 0.132], [-0.620, 0.123, 4.907], [3.731, -0.404, 5.978], [-3.465, -2.376, 1.928], [-3.232, 1.061, 5.052], [0.540, -3.879, -4.600], [1.825, 2.389, 3.157], [-7.531, -2.638, -2.711], [6.042, -1.353, -5.016], [-4.139, -2.540, 4.044], [-5.268, 5.514, 0.270], [-1.245, -0.319, 6.278], [-5.909, 6.182, 2.471], [-2.265, 6.661, -1.916], [-0.638, 1.929, 1.358], [-1.757, 1.622, 6.721], [3.815, 3.352, -4.941], [4.110, -2.289, -4.396], [4.217, 4.046, -1.822], [-5.364, -0.085, -1.342], [-7.187, -1.617, -2.543], [-1.913, -0.712, -5.073], [0.206, -5.872, -0.846], [0.553, -2.564, -6.255], [-0.975, -1.305, -6.968], [-1.281, -3.440, 4.414], [2.001, -2.149, -3.618], [3.528, -3.876, 6.419], [3.007, -1.761, -3.457], [-4.523, -0.123, -0.651], [-5.766, 2.856, 1.837], [-2.193, -4.140, 3.473], [-0.598, -1.774, -3.725], [4.397, 1.703, 2.322], [3.288, -2.073, 3.796], [-1.404, 1.560, -0.789], [-2.027, -0.620, -6.456], [-4.546, 2.894, -0.568], [-4.281, 0.053, 4.779], [-4.648, 5.087, 3.233], [-0.777, 5.087, -1.483], [0.933, -4.876, -4.402], [0.371, 2.503, 0.016], [-0.589, 8.138, -2.216], [4.036, 4.286, -4.425], [-0.648, -1.299, -0.883], [5.075, 1.797, 3.691], [5.894, 3.221, -3.870], [-2.572, -0.200, -4.386], [-0.859, -1.574, -4.753], [3.348, 4.198, 4.500], [-0.774, 0.550, -1.847], [-5.383, 5.228, 2.440], [-0.280, -1.944, -5.957], [1.978, -5.956, -2.870], [-1.184, -5.564, -3.197], [-1.918, -4.764, -3.298], [-8.737, -0.400, -1.410], [2.522, -3.350, 3.883], [3.840, 5.108, -5.113], [-5.262, 0.642, -2.149], [-0.964, -4.742, 1.424], [-0.824, -3.040, 1.754], [5.389, 3.319, 5.000], [3.053, -4.590, 0.561], [3.635, -2.470, 0.234], [4.323, 2.967, -1.714], [-5.427, 2.129, 2.576], [0.470, -0.676, 1.521], [-2.129, 5.318, -1.521], [4.041, -1.976, 3.014], [-1.768, 0.639, 3.998], [-2.466, -2.952, 0.017], [5.630, -2.672, 0.693], [2.973, 2.955, 2.432], [4.755, -3.174, 0.640], [-6.713, 0.429, 0.240], [5.397, 4.802, -2.580], [-0.291, -5.841, -4.422], [1.733, -3.357, 3.131], [5.379, -2.299, 5.549], [-3.067, 3.000, 1.468], [2.550, -3.339, 0.168], [5.136, -5.201, 1.205], [-1.531, -3.870, 1.750], [-1.447, 1.628, 3.670], [-3.430, -4.220, 0.720], [2.384, 5.593, -2.748], [5.100, 0.881, -2.603], [-2.988, 4.711, -1.275], [-7.781, -0.902, -1.262], [-3.012, 0.548, 7.472], [5.180, 3.310, 3.930], [-1.517, 0.126, -2.523], [-0.966, -1.418, -7.971], [-6.759, 0.199, -0.824], [0.846, 0.255, 0.420], [1.866, -3.450, 5.212], [-3.227, 7.130, -2.063], [0.044, -6.878, -4.408], [1.975, 3.052, -2.901], [5.428, -1.413, -4.118], [6.042, -1.515, -3.223], [-2.098, 0.256, 3.033], [2.432, -5.474, 0.555], [0.832, -0.987, -1.718], [-0.317, 1.721, 0.337], [-6.635, 3.954, 3.543], [-6.385, 4.093, 2.491], [3.263, -2.040, -2.435], [-3.449, 2.521, 4.931], [4.923, 1.092, -5.118], [-2.344, 0.709, 6.626], [6.052, 3.730, 3.429], [-4.323, 3.312, 0.798], [-0.113, 1.117, -2.502], [2.891, -3.003, 6.275], [-6.527, 2.405, 1.201], [-4.600, -1.650, -3.395], [3.974, 0.743, 2.024], [2.920, -0.301, -3.808], [-2.667, -0.128, -7.173], [-5.228, -2.791, -1.160], [2.612, -1.278, 3.478], [-7.756, -1.569, -0.399], [-7.291, 4.275, 1.913], [6.046, 1.308, 3.616], [-3.745, -3.135, 3.219], [-2.497, -5.565, 3.641], [1.546, -4.964, -3.000], [-0.267, -3.519, -1.698], [2.283, -4.273, -2.592], [-0.126, 6.238, -1.754], [2.591, -2.719, 7.283]],
  "relative_energy_kcal_mol": 0.0,
  "orbital_gap_ev": 7.9,
  "e_lumo_ev": 0.250
}